Computed, not measured: 14 unconnected molecules or ions with the total composition C56H112O14, with wB97M-V/def2-TZVPD.

- LUMO: 0.5 eV
- E_HOMO: -9.01 eV
- Orbital gap: 0.3506 Ha
- Molecular weight: 1009.50 g mol⁻¹

XYZ file:
```
182
Properties=species:S:1:pos:R:3:lowdin_charge:R:1
C -3.81 -1.70 4.75 -0.180
H 1.78 -1.46 -1.19 0.114
C 1.36 -0.67 -0.57 -0.202
O 1.90 -6.04 -3.61 -0.143
C -3.30 2.73 -3.56 -0.148
H 0.45 0.84 -1.92 0.097
H -2.72 1.78 2.54 0.098
H -1.65 -1.58 4.44 0.091
H -4.58 -3.94 -3.94 0.118
H 0.52 0.16 4.05 0.079
C 5.74 4.42 -2.40 -0.165
H -3.21 6.04 1.76 0.110
O -2.17 4.43 -0.69 -0.156
C 4.96 3.74 -1.29 -0.181
C 3.60 2.65 1.85 -0.151
C -2.22 1.48 3.46 -0.208
H 6.84 -1.51 1.47 0.109
C -0.72 0.41 -0.05 -0.128
H -5.23 -3.22 3.99 0.115
H 0.38 -3.26 -3.02 0.096
H 5.49 3.87 -0.34 0.098
C -3.45 3.58 -4.84 -0.142
H 4.16 -0.27 1.31 0.097
H -0.40 6.14 1.39 0.102
H 2.68 -6.05 3.77 0.110
H 5.42 5.45 -2.54 0.107
H -6.12 0.18 -1.74 0.102
H -2.71 4.04 4.13 0.091
H 1.56 -6.08 0.89 0.114
H -2.99 1.33 5.53 0.110
H 2.04 -0.84 -4.43 0.095
C 1.14 0.59 -7.21 -0.210
H -0.38 0.10 -5.70 0.085
H 6.46 3.40 -4.15 0.114
C -3.08 1.94 4.63 -0.157
C 1.75 0.09 -4.92 -0.153
H -3.71 -0.11 -2.77 0.075
H -4.80 -3.02 -5.41 0.116
H 6.22 -3.46 0.27 0.111
H 2.22 -0.06 -0.29 0.107
H 5.54 0.13 0.31 0.100
C 1.73 3.86 2.64 -0.192
H 1.41 0.76 -4.12 0.094
O 5.01 2.31 -3.12 -0.144
C -6.02 0.36 -0.68 -0.146
C 1.91 -6.35 3.05 -0.172
H 1.75 1.23 4.81 0.103
H 0.16 0.27 1.89 0.083
H 0.06 -5.98 -2.55 0.115
C -2.58 -1.53 -4.10 -0.209
C -2.04 3.62 -5.41 -0.209
C -5.73 -0.89 0.19 -0.161
H -0.63 1.46 0.23 0.095
H -0.39 5.33 -1.19 0.127
H -0.60 2.41 5.61 0.115
H -2.05 4.94 2.41 0.081
C 5.02 2.28 -1.70 -0.202
H -2.70 3.81 5.85 0.116
C 4.08 4.05 2.33 -0.171
H -0.44 3.89 4.65 0.112
H 5.22 -3.85 1.63 0.102
H 3.02 1.80 -5.45 0.113
H 4.58 4.64 1.56 0.099
H 2.06 -3.67 2.59 0.104
H 1.90 3.24 0.57 0.109
H -2.73 -0.84 -4.95 0.123
H 0.83 4.44 2.45 0.104
O -3.68 -3.95 5.20 -0.136
C -2.92 4.22 0.51 -0.175
C 4.18 -2.76 0.04 -0.196
H 2.54 -0.92 3.33 0.099
H -1.55 6.95 0.28 0.113
H 3.85 0.18 -5.60 0.120
O -0.96 2.10 3.60 -0.156
O 0.25 -4.65 2.93 -0.151
C -2.43 5.34 1.47 -0.136
H 2.43 -2.91 5.10 0.121
H 0.71 1.60 -7.26 0.111
H -0.31 -0.20 6.19 0.104
H 4.77 3.91 3.16 0.115
H 4.02 -3.39 -0.84 0.123
H -0.31 4.20 0.18 0.103
H 4.77 4.06 -4.26 0.113
H 1.00 -3.82 1.16 0.107
H -0.22 -6.65 3.30 0.116
C -1.83 2.26 -3.60 -0.197
H 3.21 -2.91 0.55 0.096
H 0.84 -2.48 4.45 0.107
H -1.62 1.28 -3.16 0.098
C -2.37 -3.61 4.73 -0.173
H 5.39 -1.70 2.56 0.103
H 3.11 -5.47 1.52 0.103
C 1.33 -4.31 2.07 -0.216
C 0.91 -5.37 -2.84 -0.198
O -1.41 2.45 -4.93 -0.145
H 3.68 1.91 2.65 0.108
O 1.21 -1.65 6.26 -0.130
H 1.22 0.33 6.90 0.116
H -6.55 -1.61 0.22 0.115
C 4.99 -0.71 0.73 -0.200
H 0.60 -5.82 4.66 0.115
C -3.62 -1.16 -3.05 -0.177
H -2.65 -2.20 3.08 0.103
H 2.48 -3.49 -4.12 0.114
O 4.41 -1.42 -0.36 -0.157
C 0.53 -5.90 3.57 -0.185
H -1.54 -1.43 -3.80 0.100
H 5.87 1.70 -1.33 0.115
C -4.65 -2.97 4.89 -0.201
C 0.19 0.04 -1.24 -0.140
H -0.32 -0.75 -1.80 0.096
C 2.00 -5.43 -4.90 -0.203
C 2.06 -5.63 1.75 -0.167
H -1.64 -3.64 5.54 0.123
O 2.53 0.72 -7.04 -0.159
H -4.96 -1.47 -0.32 0.095
H -2.63 3.22 0.85 0.098
O -2.94 -2.84 -4.52 -0.131
C -4.88 1.24 -0.22 -0.220
H -4.00 4.13 0.39 0.111
H -2.15 0.39 3.49 0.095
H -5.57 -2.01 -2.82 0.100
C -0.20 -0.44 1.14 -0.177
C -4.88 -1.77 -3.64 -0.159
C 0.47 -4.14 -3.66 -0.154
C 0.77 -0.31 6.13 -0.202
H -3.99 1.90 -3.47 0.086
C -5.25 -0.30 1.51 -0.191
H -0.98 -1.06 1.57 0.111
H -6.07 -0.22 2.22 0.122
H -4.52 -0.98 1.96 0.100
H -5.35 -1.10 -4.35 0.113
H -3.59 -1.36 5.77 0.119
C 2.13 2.88 1.58 -0.173
C 2.92 0.74 -5.65 -0.156
H 1.36 -5.98 -5.60 0.121
H -3.34 -1.68 -2.12 0.113
H 1.50 1.99 1.66 0.098
C -0.92 4.97 -0.32 -0.205
H 1.39 -3.46 -5.53 0.106
O 2.89 4.69 2.79 -0.132
C 5.50 3.53 -3.66 -0.181
H -5.35 -2.91 5.72 0.118
C -2.51 -2.19 4.17 -0.178
H -3.92 0.93 -0.64 0.099
C -2.48 3.31 4.90 -0.147
H -3.80 4.57 -4.58 0.110
H 1.44 -5.07 -1.93 0.106
H -4.13 3.09 -5.53 0.108
C -4.35 -2.98 -4.41 -0.193
O 0.79 -1.29 0.58 -0.140
H -2.10 -4.31 3.94 0.106
C -0.98 2.96 4.74 -0.200
H -6.93 0.81 -0.28 0.121
C 1.64 -4.00 -4.61 -0.181
C 5.41 -3.07 0.88 -0.154
H -1.44 4.50 -5.15 0.122
H -1.24 2.92 -2.94 0.113
H -1.77 0.31 -0.30 0.088
H -5.07 2.28 -0.44 0.113
H 3.95 4.13 -1.20 0.116
C 1.71 -2.10 5.00 -0.195
C -1.27 6.01 0.74 -0.155
O -4.81 1.02 1.18 -0.143
C 1.33 0.22 4.78 -0.157
H -3.47 3.33 -2.66 0.091
H -0.48 -4.25 -4.19 0.106
H 1.58 3.34 3.59 0.100
C 2.33 -0.86 4.40 -0.166
C 0.65 -0.16 -5.95 -0.147
H 3.30 -0.73 4.89 0.117
H 4.08 1.81 -1.39 0.111
H 0.84 0.07 -8.13 0.115
H -2.07 3.60 -6.51 0.120
H 0.66 -1.22 -6.22 0.093
H 6.80 4.46 -2.14 0.108
H 2.03 -7.44 3.03 0.112
H 3.01 -5.54 -5.31 0.119
H -4.23 -0.85 4.22 0.087
C 5.78 -1.75 1.55 -0.135
H -4.14 2.00 4.35 0.116
H 4.21 2.30 1.02 0.082
```

=====

Computed, not measured: a gas-phase ion, CHN4OS (charge -1), with wB97M-V/def2-TZVPD.

- Charge: -1
- SMILES: On1nnnc1[S-]
- LUMO: 3.7 eV
- E_HOMO: -3.69 eV
- Orbital gap: 0.2731 Ha
- Molecular weight: 117.11 g mol⁻¹

XYZ file:
```
8
Properties=species:S:1:pos:R:3:lowdin_charge:R:1
O -1.34 -1.17 0.06 -0.112
H -0.62 -1.86 0.41 0.031
S 1.47 -1.48 -0.03 0.440
N 0.09 1.94 -0.01 -0.153
C 0.83 0.04 -0.13 -0.936
N 1.19 1.28 0.00 -0.036
N -0.61 0.01 -0.22 -0.226
N -1.02 1.27 -0.09 -0.007
```

=====

> Which formula does entry 1 have?

C56H112O14

=====

> Which of these has the lowest LUMO?

C56H112O14